This record from the OMol25 dataset describes an isolated molecule of C19H15ClN4O6S. The level of theory is ωB97M-V/def2-TZVPD.

```
! RIJCOSX wB97M-V def2-TZVPD def2/J DEFGRID3
* xyz 0 1
O 0.715 8.182 1.413
N 1.182 7.085 1.716
O 0.798 6.188 0.714
C 0.755 4.870 1.117
C 0.669 4.387 2.429
C 0.525 2.994 2.671
C 0.469 2.049 1.636
N 0.399 0.718 1.840
N 0.761 0.255 3.002
C 0.944 -1.200 3.228
C 0.726 -2.085 2.044
C -0.034 -3.251 2.195
C -0.249 -4.112 1.091
C 0.244 -3.753 -0.157
O -0.104 -4.422 -1.292
C 1.089 -2.641 -0.309
O 1.632 -2.351 -1.535
C 1.316 -1.808 0.812
C 0.429 2.569 0.305
S 0.368 1.528 -1.201
O 1.395 0.469 -1.266
O 0.447 2.378 -2.396
N -1.130 0.790 -1.134
C -1.454 -0.249 -1.996
C -2.255 -1.243 -1.490
C -2.491 -2.405 -2.225
C -1.886 -2.566 -3.483
Cl -2.181 -4.049 -4.453
C -1.162 -1.509 -4.005
C -0.958 -0.338 -3.275
C 0.664 3.937 0.077
H 0.710 5.103 3.263
H 0.498 2.671 3.698
H 1.933 -1.370 3.596
H 0.193 -1.506 3.987
H -0.515 -3.521 3.128
H -0.869 -4.966 1.267
H 0.500 -4.040 -1.996
H 1.637 -1.392 -1.620
H 1.969 -0.933 0.748
H -1.382 0.662 -0.169
H -2.644 -1.120 -0.476
H -3.132 -3.185 -1.821
H -0.793 -1.630 -5.027
H -0.356 0.473 -3.713
H 0.627 4.337 -0.940
*
```

For the LUMO energy, the calculation gives -0.059 Ha. As for the SMILES: O=NOc1ccc(/N=N/Cc2ccc(O)c(O)c2)c(S(=O)(=O)Nc2ccc(Cl)cc2)c1. As for the orbital gap: 6.6 eV. The total energy comes out at -61543.8733 eV.

Let us look at the natural (NBO) charges, expressed in e, one per atom: O -0.2430; N 0.3718; O -0.3477; C 0.2647; C -0.2313; C -0.1948; C 0.1711; N -0.2426; N -0.1105; C -0.2835; C -0.0828; C -0.2103; C -0.2667; C 0.2428; O -0.6695; C 0.2926; O -0.7212; C -0.2628; C -0.2960; S 2.2490; O -0.9633; O -0.9184; N -0.8437; C 0.2161; C -0.2560; C -0.1970; C -0.0238; Cl -0.0219; C -0.2122; C -0.2696; C -0.2012; H 0.2420; H 0.2480; H 0.2320; H 0.2294; H 0.2070; H 0.2249; H 0.5001; H 0.5216; H 0.2301; H 0.4146; H 0.2164; H 0.2364; H 0.2340; H 0.2523; H 0.2725